DFT (ωB97M-V with the def2-TZVPD basis set) results for a molecular structure, C30H58AsBrF6IrN4O3PSi3 at a distorted geometry.

Structure (XYZ):
```
108
Properties=species:S:1:pos:R:3:lowdin_charge:R:1
Ir -0.1351 0.2392 0.0227 0.98
O -0.4158 -1.7142 5.8092 0.16
C -0.3292 -1.1224 4.6346 -0.27
C 0.4439 0.0102 4.3652 0.06
C 0.4726 0.5169 3.0884 -0.11
N -0.2230 -0.0293 2.0773 -0.17
C -1.0092 -1.0754 2.3755 -0.68
Br -2.0656 -1.6165 0.8910 0.95
C -1.0991 -1.6725 3.5934 0.01
H 0.1380 -1.2983 6.4877 0.16
H 1.0340 0.4877 5.1359 0.15
H 1.0727 1.3745 2.8434 0.10
H -1.7453 -2.5202 3.7706 0.15
C -3.8965 0.4437 -1.5927 -0.22
Si -3.1489 2.1508 -1.6015 0.33
C -2.1360 2.4626 -3.1382 -0.20
C -4.4596 3.4422 -1.3843 -0.18
As -1.5409 2.2469 0.1965 0.83
Si -2.6529 2.6510 2.3290 0.36
C -3.4532 1.0626 2.8903 -0.20
C -3.9353 3.9472 1.9755 -0.19
C -1.4248 3.2956 3.5771 -0.19
Si -0.1627 4.1993 -0.2994 0.36
C 0.7359 4.7238 1.2369 -0.19
C -1.2994 5.5530 -0.8731 -0.18
C 0.9874 3.6404 -1.6500 -0.20
H -4.6818 0.3994 -2.3520 0.05
H -4.3632 0.2070 -0.6349 0.03
H -3.1637 -0.3346 -1.8254 -0.01
H -2.6817 2.1158 -4.0180 0.05
H -1.1770 1.9445 -3.0811 -0.01
H -1.9504 3.5273 -3.2757 0.03
H -5.0520 3.4204 -2.3049 0.06
H -4.0832 4.4565 -1.2683 0.03
H -5.1395 3.2181 -0.5660 0.03
H -3.7944 0.4374 2.0637 0.00
H -4.3319 1.3084 3.4910 0.06
H -2.7863 0.4788 3.5253 0.02
H -4.8401 3.5118 1.5543 0.03
H -3.5903 4.7460 1.3174 0.02
H -4.2114 4.4097 2.9265 0.06
H -0.4103 2.9443 3.4101 0.00
H -1.7291 2.9927 4.5812 0.06
H -1.3955 4.3853 3.5646 0.04
H 0.0689 5.2552 1.9170 0.04
H 1.5205 5.4260 0.9431 0.06
H 1.2129 3.9093 1.7787 0.01
H -2.1229 5.7228 -0.1787 0.03
H -1.7045 5.3810 -1.8692 0.03
H -0.7249 6.4823 -0.9100 0.06
H 1.4710 2.6982 -1.3908 -0.01
H 1.7675 4.3871 -1.8119 0.06
H 0.4374 3.5184 -2.5831 0.02
O -0.1704 -0.3543 -2.0619 -0.40
P 0.5519 -1.3224 -2.9432 0.59
N -0.5512 -1.7268 -4.1901 -0.04
C -1.5883 -0.8256 -4.6978 -0.14
C -2.0379 -1.4486 -6.0147 -0.13
C -1.7795 -2.9379 -5.8003 -0.13
C -0.4761 -2.9448 -5.0068 -0.13
N 1.7052 -0.5927 -3.8596 -0.11
C 1.5887 0.8507 -4.1854 -0.15
C 2.9161 1.1702 -4.8571 -0.14
C 3.2386 -0.1115 -5.6155 -0.13
C 2.7856 -1.2173 -4.6661 -0.15
N 1.0607 -2.6877 -2.2791 -0.16
C 0.3791 -3.2454 -1.0722 -0.19
C 1.1081 -4.5608 -0.8101 -0.14
C 1.5655 -4.9959 -2.1952 -0.14
C 2.0266 -3.6898 -2.8247 -0.16
H -1.1863 0.1858 -4.7782 0.10
H -2.3815 -0.7895 -3.9420 0.13
H -1.4309 -1.0648 -6.8363 0.13
H -3.0781 -1.2216 -6.2354 0.13
H -1.6854 -3.4985 -6.7269 0.13
H -2.5742 -3.3949 -5.2095 0.13
H 0.3943 -2.8593 -5.6721 0.14
H -0.3324 -3.8134 -4.3643 0.12
H 1.4036 1.4068 -3.2703 0.09
H 0.7517 1.0107 -4.8749 0.12
H 3.6773 1.3785 -4.1034 0.11
H 2.8365 2.0406 -5.5044 0.13
H 4.2947 -0.2091 -5.8557 0.13
H 2.6803 -0.1607 -6.5513 0.13
H 3.5821 -1.5413 -3.9934 0.13
H 2.4204 -2.0954 -5.1970 0.10
H -0.6770 -3.4196 -1.2940 0.11
H 0.4695 -2.5498 -0.2402 0.05
H 0.4578 -5.2853 -0.3243 0.13
H 1.9675 -4.3889 -0.1631 0.12
H 0.7330 -5.4184 -2.7626 0.12
H 2.3645 -5.7339 -2.1739 0.13
H 2.0010 -3.7236 -3.9099 0.10
H 3.0358 -3.4267 -2.5051 0.12
C 3.8114 0.5370 -1.2743 0.04
C 3.0832 0.1431 0.0124 -0.37
O 1.7387 -0.1142 -0.2852 -0.30
C 3.6400 -1.1979 0.5363 -0.58
F 4.8676 -1.0580 1.0133 0.21
F 2.8603 -1.7102 1.4936 0.17
F 3.6742 -2.0930 -0.4635 0.16
C 3.3234 1.2432 1.0689 -0.56
F 2.4640 2.2654 0.8562 0.12
F 3.1268 0.8130 2.3189 0.16
F 4.5478 1.7308 0.9954 0.21
H 3.5238 -0.1659 -2.0534 0.07
H 4.8926 0.5156 -1.1506 0.12
H 3.5177 1.5427 -1.5706 0.10
```

Output
2S+1: 2
Net charge: +3
HOMO-LUMO gap (spin up / spin down): 6.906 / 5.744 eV
⟨S²⟩: 0.76
E_HOMO (spin up / spin down): -16.47 / -16.47 eV

=====

DFT (ωB97M-V with the def2-TZVPD basis set) results for 3 unconnected molecules or ions with the total composition C30H58BIN6O9P2 at a distorted geometry.

Structure (XYZ):
```
107
Properties=species:S:1:pos:R:3:lowdin_charge:R:1
C 3.1943 4.2269 5.5390 -0.09
C 3.9327 3.0293 4.6356 -0.25
O 5.1940 2.5741 5.2403 -0.05
B 6.0127 1.7947 4.2459 -0.38
O 7.4687 2.0305 4.1183 0.05
C 5.1617 0.6557 3.3830 0.10
C 5.1756 0.5482 1.7231 -0.02
O 5.9812 1.5075 0.9251 -0.05
C 4.2564 -0.5994 0.9467 -0.06
O 4.1591 -0.7587 -0.5123 -0.19
C 5.4266 -1.1966 -1.1165 -0.23
C 6.2615 -2.3093 -0.2479 -0.09
C 3.3301 -1.6284 1.8758 0.08
C 3.3315 -1.5092 3.5442 0.05
C 4.2329 -0.3768 4.3148 -0.09
O 4.1570 -0.2910 5.7828 -0.04
C 2.3326 -2.5765 4.3575 -0.16
O 2.6506 -3.0812 5.5558 -0.03
C 0.8988 -2.8966 3.5574 -0.10
C -0.4810 -3.0477 4.4288 -0.08
C 0.8932 -2.9997 2.0444 -0.11
C -0.4351 -3.2577 1.1243 -0.20
C -1.2217 -4.6665 1.3948 -0.73
C -2.6569 -4.3202 2.1509 -0.18
I -0.0451 -6.2383 2.3535 0.79
C 2.3285 -2.7914 1.2106 -0.15
O 2.6536 -3.5131 0.1223 -0.04
H 2.5245 4.8463 4.8001 0.08
H 2.4340 3.6429 6.2478 0.09
H 3.9629 4.8738 6.1453 0.09
H 3.1098 2.1733 4.5400 0.13
H 4.1123 3.4667 3.5402 0.14
H 7.6556 2.7264 3.4220 0.12
H 5.6681 1.5033 -0.0462 0.10
H 6.0854 -0.2574 -1.4458 0.13
H 5.1358 -1.7273 -2.1449 0.14
H 5.5607 -3.1543 0.1641 0.09
H 7.0370 -2.8118 -0.9926 0.09
H 6.8697 -1.7369 0.5723 0.08
H 4.9974 -0.7112 6.1421 0.14
H -0.3116 -2.7113 5.5613 0.10
H -0.9671 -4.1305 4.3862 0.05
H -1.3232 -2.3202 4.0009 0.09
H -1.1246 -2.2928 1.2402 0.13
H -0.1022 -3.2749 -0.0220 0.13
H -1.5344 -5.0864 0.3217 0.09
H -2.7727 -4.9402 3.1366 0.06
H -3.5375 -4.5039 1.3692 0.08
H -2.7359 -3.1622 2.4262 0.07
C 1.9736 6.0108 -1.9743 -0.14
N 3.0632 5.0441 -1.9085 -0.31
C 4.3046 5.7506 -2.2454 -0.15
P 3.0445 3.4160 -2.4621 0.78
O 4.0012 2.9443 -1.3398 -0.30
N 1.7266 2.5654 -1.7292 -0.35
C 0.9480 3.1540 -0.6481 -0.13
C 2.0564 1.1838 -1.3303 -0.15
N 1.9446 3.9582 -3.7523 -0.29
C 0.5917 3.4396 -3.9610 -0.12
C 2.6630 3.8317 -5.0332 -0.15
H 1.8356 6.4224 -2.9784 0.08
H 2.1692 6.8533 -1.2997 0.09
H 1.0152 5.6070 -1.6477 0.05
H 4.3209 6.0314 -3.3035 0.07
H 5.1846 5.1223 -2.0497 0.07
H 4.4298 6.6565 -1.6415 0.08
H 1.5802 3.5710 0.1426 0.09
H 0.2757 2.4164 -0.1851 0.09
H 0.2701 3.9209 -1.0150 0.05
H 2.5809 1.1507 -0.3640 0.06
H 2.6915 0.7034 -2.0800 0.07
H 1.1489 0.5775 -1.2454 0.08
H 0.5705 2.3482 -4.0451 0.09
H 0.1541 3.8484 -4.8809 0.09
H -0.0876 3.7619 -3.1684 0.07
H 2.7949 2.7770 -5.3064 0.08
H 3.6561 4.2849 -4.9616 0.07
H 2.1374 4.3469 -5.8423 0.08
C -7.0273 0.0757 -1.3381 -0.14
N -5.9377 -0.8910 -1.2723 -0.32
C -4.6964 -0.1844 -1.6092 -0.15
P -5.9565 -2.5191 -1.8259 0.77
O -4.9998 -2.9908 -0.7036 -0.31
N -7.2744 -3.3697 -1.0930 -0.36
C -8.0529 -2.7811 -0.0119 -0.14
C -6.9446 -4.7512 -0.6941 -0.15
N -7.0564 -1.9768 -3.1161 -0.29
C -8.4093 -2.4954 -3.3248 -0.12
C -6.3380 -2.1033 -4.3970 -0.15
H -7.1654 0.4873 -2.3422 0.08
H -6.8318 0.9183 -0.6635 0.09
H -7.9858 -0.3280 -1.0115 0.05
H -4.6801 0.0963 -2.6673 0.07
H -3.8164 -0.8128 -1.4135 0.07
H -4.5712 0.7214 -1.0053 0.08
H -7.4208 -2.3640 0.7788 0.09
H -8.7253 -3.5186 0.4511 0.09
H -8.7309 -2.0142 -0.3788 0.05
H -6.4201 -4.7844 0.2722 0.07
H -6.3095 -5.2317 -1.4438 0.07
H -7.8521 -5.3576 -0.6092 0.08
H -8.4305 -3.5869 -3.4089 0.09
H -8.8469 -2.0866 -4.2447 0.09
H -9.0886 -2.1731 -2.5322 0.07
H -6.2061 -3.1580 -4.6702 0.08
H -5.3449 -1.6502 -4.3254 0.07
H -6.8636 -1.5882 -5.2061 0.08
```

Output
2S+1: 1
HOMO-LUMO gap: 6.686 eV
E_HOMO: -8.12 eV